No. 1
# CHF4NO3S2

A structure of composition CHF4NO3S2 (wB97M-V/def2-TZVPD, the Open Molecules 2025 dataset).

The energy above the lowest of the compared OMol25 structures with the same formula, charge and spin comes out at 0.0 kJ/mol. As for the highest occupied orbital energy (alpha / beta): -9.07 / -12.03 eV. As for the multiplicity: 3. The value obtained for the frontier orbital gap (alpha / beta) is 9.43 / 6.17 eV. The max |F| comes out at 0.10890 hartree/bohr.

Positions of all 12 atoms, in Å:
C1 -0.2374 1.9717 0.1435
N1 -0.0485 -0.6817 0.8897
O1 -1.3995 -2.8288 0.8285
O2 2.0117 0.6604 0.3382
O3 0.5036 -0.0300 -1.4502
F1 0.0497 2.9519 -0.7008
F2 -1.4997 1.6299 0.0914
F3 -0.0693 2.3910 1.4087
F4 1.2106 -2.9411 -0.5416
S1 -0.4947 -1.9278 0.1573
S2 0.7352 0.3960 -0.1165
H1 -0.7616 -1.5915 -1.0482

No. 2
# C2H7O3Tl

A structure of composition C2H7O3Tl (wB97M-V/def2-TZVPD, the Open Molecules 2025 dataset).

The energy above the lowest of the compared OMol25 structures with the same formula, charge and spin comes out at 160.7 kJ/mol. As for the highest occupied orbital energy: -16.53 eV. As for the charge: +2. The value obtained for the frontier orbital gap is 1.57 eV. The max |F| comes out at 0.05413 hartree/bohr.

Positions of all 13 atoms, in Å:
Tl1 -1.3662 3.3949 -0.1398
O1 -1.0942 6.6601 -3.5662
H1 -1.6967 6.8445 -4.3129
C1 1.1322 -1.8089 0.8031
C2 -0.3697 -1.9868 1.2953
O2 -1.1046 -1.4931 0.1448
O3 1.3534 -0.3624 0.6813
H2 1.3403 -2.3261 -0.1335
H3 1.8614 -2.0888 1.5633
H4 -0.6706 -1.3859 2.1535
H5 -0.5527 -2.9994 1.6549
H6 -1.0785 -2.2093 -0.4939
H7 2.2459 -0.2388 0.3502